(1)
The following is a DFT calculation (the ωB97M-V functional and the def2-TZVPD basis) of a molecular structure, C46H60AsCaN3PSSi4.

Geometry as XYZ:
```
117
C46H60AsCaN3PSSi4 (the ωB97M-V functional and the def2-TZVPD basis)
Ca 0.083 -0.256 -0.170
N 2.845 0.272 0.224
C 3.336 0.836 -0.986
C 4.445 0.303 -1.630
C 4.860 0.812 -2.849
C 4.191 1.886 -3.416
C 3.076 2.414 -2.787
C 2.625 1.893 -1.574
P 0.959 2.256 -0.913
C 0.357 3.489 -2.110
C -0.319 3.014 -3.232
C -0.722 3.895 -4.223
C -0.443 5.248 -4.103
C 0.230 5.724 -2.986
C 0.629 4.850 -1.988
C 1.250 3.307 0.557
C 0.108 3.718 1.249
C 0.222 4.471 2.404
C 1.480 4.804 2.890
C 2.618 4.409 2.205
C 2.506 3.657 1.042
H 3.440 -0.486 0.539
H 2.777 0.970 0.959
H 4.969 -0.541 -1.195
H 5.708 0.370 -3.355
H 4.514 2.288 -4.366
H 2.531 3.224 -3.252
H -0.502 1.951 -3.325
H -1.256 3.526 -5.088
H -0.746 5.932 -4.885
H 0.446 6.780 -2.894
H 1.161 5.227 -1.123
H -0.871 3.465 0.852
H -0.665 4.786 2.938
H 1.570 5.384 3.799
H 3.597 4.687 2.573
H 3.396 3.374 0.491
C 3.395 0.338 3.661
Si 1.625 -0.053 4.239
C 0.804 1.635 4.462
C 1.725 -0.964 5.902
As 0.435 -1.199 2.507
Si 1.345 -3.411 2.683
C 0.023 -4.771 2.621
C 2.473 -3.562 1.161
C 2.450 -3.730 4.188
Si -1.719 -1.122 3.556
C -1.731 -1.444 5.421
C -3.064 -2.188 2.736
C -2.338 0.651 3.224
H 4.002 0.647 4.513
H 3.406 1.171 2.956
H 3.887 -0.523 3.204
H -0.101 1.576 5.066
H 0.538 2.053 3.490
H 1.483 2.335 4.950
H 2.730 -1.345 6.083
H 1.038 -1.808 5.938
H 1.476 -0.300 6.730
H -0.060 -5.177 1.615
H -0.962 -4.412 2.916
H 0.290 -5.591 3.289
H 2.025 -3.100 0.283
H 2.655 -4.611 0.918
H 3.445 -3.095 1.339
H 1.874 -3.799 5.111
H 3.193 -2.941 4.314
H 2.982 -4.674 4.060
H -1.370 -2.445 5.660
H -2.742 -1.352 5.819
H -1.102 -0.726 5.948
H -2.849 -3.256 2.696
H -3.273 -1.835 1.724
H -3.989 -2.074 3.304
H -2.141 1.315 4.066
H -3.414 0.661 3.046
H -1.856 1.078 2.341
C -4.557 3.446 -3.618
C -4.677 3.393 -2.238
C -4.036 2.393 -1.521
C -3.271 1.424 -2.173
C -3.149 1.500 -3.563
C -3.783 2.502 -4.279
Si -2.416 0.015 -1.236
C -3.274 -1.504 -1.997
C -4.311 -2.156 -1.321
C -4.935 -3.271 -1.859
C -4.544 -3.753 -3.101
C -3.514 -3.125 -3.784
C -2.879 -2.022 -3.232
H -5.068 4.218 -4.178
H -5.274 4.132 -1.719
H -4.140 2.362 -0.442
H -2.531 0.776 -4.079
H -3.679 2.541 -5.356
H -0.627 -0.099 -2.610
H -4.643 -1.777 -0.359
H -5.731 -3.760 -1.312
H -5.039 -4.615 -3.529
H -3.195 -3.504 -4.747
H -2.040 -1.569 -3.747
N -1.504 -3.547 0.114
C -0.692 -3.404 -0.958
N 0.164 -2.430 -1.089
C 0.857 -2.546 -2.293
C 1.775 -1.638 -2.800
C 2.337 -1.868 -4.042
C 2.019 -3.008 -4.773
C 1.116 -3.934 -4.279
C 0.533 -3.682 -3.047
S -0.675 -4.621 -2.210
H -1.700 -2.705 0.634
H -2.284 -4.177 0.014
H 2.013 -0.737 -2.255
H 3.026 -1.142 -4.451
H 2.470 -3.175 -5.741
H 0.864 -4.825 -4.836
```

Calculated values
Kohn-Sham gap in hartree: 0.2907
Multiplicity: 1
Net charge: +1
LUMO in Ha: -0.0698



(2)
The following is a DFT calculation (the ωB97M-V functional and the def2-TZVPD basis) of a molecular structure, C39H43N8PdS.

Geometry as XYZ:
```
92
C39H43N8PdS (the ωB97M-V functional and the def2-TZVPD basis)
Pd 0.507 -1.258 -0.114
N -3.181 -3.860 -1.701
C -2.467 -2.847 -1.214
N -1.169 -2.867 -1.053
C -0.499 -4.003 -1.432
N 0.826 -4.053 -1.406
N 1.493 -3.084 -0.841
C 2.795 -3.143 -0.920
C 3.594 -2.336 -0.046
C 4.969 -2.546 0.053
C 5.672 -1.881 1.047
C 4.975 -1.035 1.890
C 3.600 -0.856 1.699
N 2.925 -1.476 0.752
C -1.205 -5.168 -1.869
C -0.574 -6.396 -2.135
C -1.334 -7.479 -2.497
C -2.730 -7.364 -2.639
C -3.370 -6.166 -2.412
C -2.610 -5.073 -2.008
H -4.180 -3.754 -1.839
H -3.007 -1.947 -0.946
H 3.266 -3.889 -1.557
H 5.466 -3.236 -0.617
H 6.734 -2.040 1.170
H 5.479 -0.517 2.695
H 3.036 -0.196 2.346
H 0.499 -6.466 -2.041
H -0.856 -8.433 -2.672
H -3.312 -8.230 -2.926
H -4.442 -6.074 -2.533
N -2.823 0.313 1.677
C -2.985 0.656 0.394
S -1.771 0.269 -0.750
N -4.104 1.308 0.092
C -4.682 1.764 -1.128
C -4.281 1.356 -2.398
C -4.943 1.844 -3.514
C -6.000 2.731 -3.381
C -6.402 3.130 -2.114
C -5.751 2.648 -0.995
H -1.966 -0.122 1.975
H -3.478 0.583 2.396
H -4.673 1.559 0.890
H -3.464 0.665 -2.524
H -4.632 1.523 -4.499
H -6.507 3.108 -4.259
H -7.226 3.821 -1.999
H -6.069 2.968 -0.008
C 0.118 -1.655 5.023
C 0.321 -0.384 4.249
C 0.323 0.856 4.905
C 0.513 2.057 4.214
C 0.466 3.364 4.950
C 0.741 2.025 2.850
C 0.742 0.801 2.129
C 0.501 -0.399 2.884
N 0.946 0.715 0.799
C 1.484 1.758 -0.065
C 2.830 2.312 0.473
C 3.388 3.361 -0.490
C 2.404 4.519 -0.635
C 1.083 3.982 -1.195
C 1.344 3.360 -2.570
C 2.324 2.196 -2.415
C 3.654 2.712 -1.852
C 1.753 1.147 -1.459
C 0.491 2.937 -0.252
H -0.506 -1.489 5.899
H 1.078 -2.035 5.378
H -0.339 -2.430 4.408
H 0.179 0.882 5.979
H -0.140 3.282 5.850
H 0.063 4.158 4.323
H 1.468 3.668 5.261
H 0.886 2.958 2.327
H 0.541 -1.357 2.374
H 3.538 1.484 0.557
H 2.698 2.744 1.466
H 4.329 3.736 -0.081
H 2.809 5.274 -1.311
H 2.238 5.003 0.332
H 0.365 4.800 -1.290
H 1.766 4.111 -3.239
H 0.403 3.016 -3.011
H 2.496 1.733 -3.390
H 4.090 3.438 -2.540
H 4.366 1.888 -1.742
H 2.472 0.328 -1.357
H 0.810 0.752 -1.866
H -0.434 2.551 -0.672
H 0.251 3.388 0.714
```

Calculated values
Kohn-Sham gap (alpha / beta) in hartree: 0.2179 / 0.1385
Multiplicity: 5
Net charge: +3
LUMO (alpha / beta) in Ha: -0.3412 / -0.4202



(3)
The following is a DFT calculation (the ωB97M-V functional and the def2-TZVPD basis) of a molecular structure, C38H51BrMnNP3.

Geometry as XYZ:
```
95
C38H51BrMnNP3 (the ωB97M-V functional and the def2-TZVPD basis)
C 6.344 2.330 -1.566
C 5.572 3.373 -2.114
C 6.239 4.428 -2.763
C 7.643 4.430 -2.769
N 8.352 3.448 -2.221
C 7.743 2.418 -1.639
C 4.151 3.410 -1.895
C 3.180 2.760 -1.241
C 2.851 1.604 -0.472
C 3.042 0.287 -0.942
C 2.529 -0.783 -0.226
C 1.712 -0.537 0.901
C 1.693 0.754 1.470
C 2.312 1.796 0.815
Mn 2.604 4.456 -1.740
P -0.735 -0.341 -2.992
H 5.695 5.240 -3.244
H 5.891 1.470 -1.075
H 8.184 5.259 -3.235
H 8.372 1.633 -1.209
H 2.407 2.777 1.286
H 3.605 0.112 -1.862
H 1.183 0.929 2.416
H 2.741 -1.808 -0.536
C -2.532 -0.365 -3.078
C -3.123 0.276 -4.340
H -2.890 0.146 -2.171
H -2.842 -1.420 -2.996
H -4.200 0.071 -4.373
H -2.991 1.366 -4.339
H -2.685 -0.127 -5.263
C 0.039 0.840 -4.108
C 1.570 0.779 -4.109
H -0.293 1.848 -3.815
H -0.355 0.640 -5.120
H 1.966 1.595 -4.728
H 1.975 0.904 -3.096
H 1.951 -0.164 -4.525
C -0.032 -1.983 -3.232
C -0.201 -2.496 -4.671
H -0.524 -2.662 -2.518
H 1.034 -1.935 -2.958
H 0.314 -3.460 -4.767
H -1.257 -2.664 -4.926
H 0.234 -1.818 -5.420
Br -0.212 0.396 -0.927
P 0.734 5.233 -1.123
C 0.478 3.799 -2.353
C -0.691 4.267 -3.253
H 0.227 2.866 -1.828
H 1.355 3.596 -3.026
H -0.839 3.578 -4.092
H -1.633 4.336 -2.691
H -0.461 5.253 -3.676
C -0.387 4.659 0.239
C -0.895 5.841 1.076
H 0.142 3.917 0.855
H -1.223 4.150 -0.263
H -1.552 5.473 1.873
H -0.073 6.401 1.539
H -1.471 6.535 0.452
C 2.403 5.453 0.126
C 3.622 6.195 -0.433
H 2.619 4.639 0.825
H 1.815 6.197 0.681
H 3.923 5.935 -1.476
H 3.424 7.276 -0.429
H 4.492 6.017 0.213
C 1.356 -1.380 3.705
P 1.230 -1.898 2.002
C 2.370 -3.275 1.776
C 3.714 -3.104 2.166
C 4.631 -4.137 1.973
C 4.218 -5.347 1.402
C 2.877 -5.528 1.047
C 1.945 -4.509 1.256
C -0.460 -2.410 1.664
C -0.802 -2.807 0.360
C -2.119 -3.142 0.050
C -3.096 -3.127 1.054
C -2.748 -2.773 2.361
C -1.439 -2.408 2.671
H 2.368 -1.001 3.896
H 1.164 -2.247 4.352
H 0.620 -0.594 3.912
H 4.035 -2.160 2.615
H 5.671 -3.994 2.268
H 4.941 -6.149 1.241
H 2.550 -6.470 0.603
H 0.893 -4.666 1.006
H -0.029 -2.861 -0.409
H -2.382 -3.421 -0.971
H -4.126 -3.395 0.814
H -3.503 -2.780 3.148
H -1.168 -2.122 3.689
```

Calculated values
Kohn-Sham gap (alpha / beta) in hartree: 0.1608 / 0.2776
Energy above the lowest of the compared OMol25 structures with the same formula, charge and spin in kJ/mol: 165.1
Multiplicity: 6
Net charge: +2
LUMO (alpha / beta) in Ha: -0.1925 / -0.1925



no.,DFT total energy (eV)
1,-184058.41968
2,-67351.66229
3,-170934.04005